1.
9
Properties=species:S:1:pos:R:3:forces:R:3 method="wB97M-V/def2-TZVPD" smiles="C=CBr.O" de_lowest_ev=0.6744 homo_energy_ev=-9.5 spin_multiplicity=1 homo_lumo_gap_ev=10.22
C 1.051 -1.136 -0.349 -0.1 -0.1 0.0
C -0.265 -1.134 -0.296 0.0 -0.1 0.1
O -0.746 2.211 0.762 -0.2 -0.1 0.1
Br -1.243 -2.115 0.992 0.1 0.1 -0.1
H 1.657 -1.695 0.341 0.0 -0.1 0.2
H 1.573 -0.569 -1.101 0.0 0.2 -0.2
H -1.235 2.385 -0.048 0.1 0.1 0.0
H -0.901 -0.583 -0.970 0.0 0.0 0.0
H 0.110 2.635 0.668 0.0 0.1 -0.1

2.
12
Properties=species:S:1:pos:R:3:forces:R:3 method="wB97M-V/def2-TZVPD" smiles="C[C@@H](O)S(=O)(=O)Br" de_lowest_ev=0.0000 homo_energy_ev=-10.5 spin_multiplicity=1 homo_lumo_gap_ev=10.35
C 0.413 0.428 -0.228 0.5 -1.2 0.4
C -0.858 -0.499 -0.194 0.3 1.7 -3.4
O -2.214 1.996 -0.586 -0.2 -0.6 -0.3
O -2.196 0.962 1.653 -0.1 0.1 0.1
O -0.861 -1.627 0.557 0.8 0.5 1.3
S -2.250 0.818 0.228 1.1 -1.3 0.8
Br -3.986 -0.486 -0.171 -0.4 0.2 -0.3
H 0.491 1.009 0.750 0.7 -1.4 -0.8
H 0.317 1.270 -0.912 -0.4 -0.4 -0.5
H 1.288 -0.250 -0.650 -1.4 1.6 1.5
H -1.053 -0.870 -1.265 -0.2 1.0 1.4
H -0.187 -1.524 1.262 -0.7 -0.1 -0.2

3.
10
Properties=species:S:1:pos:R:3:forces:R:3 method="wB97M-V/def2-TZVPD" de_lowest_ev=1.4411 s_squared=2.01 homo_energy_ev="-7.6 / -9.4" spin_multiplicity=3 homo_lumo_gap_ev="8.26 / 7.54"
C -1.841 -0.768 -0.057 -2.1 0.1 0.9
C 2.167 0.220 0.632 2.3 -2.8 -0.5
S -1.163 0.916 -0.168 1.5 -1.2 -0.8
S 2.413 1.731 -0.010 -0.6 1.2 0.1
Br 3.460 -1.136 0.110 -1.2 0.6 0.7
H -1.348 -1.493 0.583 0.8 0.2 -0.1
H -2.860 -0.698 0.467 1.2 0.2 -1.1
H -1.958 -1.144 -1.071 -0.2 -0.1 0.2
H -0.025 0.470 -0.903 -1.4 0.8 0.9
H 1.154 1.901 0.418 -0.3 1.1 -0.2

4.
9
Properties=species:S:1:pos:R:3:forces:R:3 method="wB97M-V/def2-TZVPD" de_lowest_ev=1.9402 homo_energy_ev=-9.0 spin_multiplicity=1 homo_lumo_gap_ev=7.93
C 1.286 0.526 0.633 -2.2 -0.8 0.5
C 1.405 0.833 -0.637 2.1 0.5 -0.8
Si -2.468 -2.008 -0.539 -0.1 -1.1 0.8
Br -2.701 0.152 -0.486 -0.1 1.2 -0.1
H 0.290 0.135 0.934 0.8 0.2 0.3
H 2.059 0.635 1.381 0.0 0.0 -0.1
H 2.469 1.200 -0.861 -1.9 -0.4 -0.7
H 0.587 0.685 -1.387 1.1 0.3 0.7
H -2.926 -2.159 0.962 0.2 -0.1 -0.7

5.
12
Properties=species:S:1:pos:R:3:forces:R:3 method="wB97M-V/def2-TZVPD" smiles="C=NP(Cl)Cl.C=N" de_lowest_ev=0.1766 homo_energy_ev=-9.4 spin_multiplicity=1 homo_lumo_gap_ev=9.75
C 1.592 -1.689 -0.062 -2.3 0.9 3.3
C -0.404 1.945 0.155 2.2 1.0 -0.6
N 2.381 -0.826 0.414 2.5 0.4 -1.3
N -1.299 1.239 -0.337 -1.1 0.0 -0.4
P -1.860 -0.134 0.509 1.2 0.4 1.2
Cl -3.713 0.467 0.252 -2.3 0.4 0.4
Cl -1.801 -1.413 -0.977 0.4 -1.7 -1.6
H 1.040 -2.188 0.810 0.6 -0.2 -1.5
H 1.017 -1.607 -0.964 0.6 -0.6 -1.2
H 0.395 1.512 0.798 -0.6 0.7 0.4
H 2.937 -0.281 -0.312 -1.3 -0.5 0.8
H -0.285 2.976 -0.285 0.3 -0.9 0.6

6.
10
Properties=species:S:1:pos:R:3:forces:R:3 method="wB97M-V/def2-TZVPD" smiles="C=PCl.CCl" de_lowest_ev=0.8868 homo_energy_ev="-9.8 / -9.8" spin_multiplicity=1 homo_lumo_gap_ev="9.69 / 9.69"
C 0.375 -2.424 0.148 -2.7 -0.7 0.5
C 0.094 2.101 0.375 0.9 2.8 0.9
P -1.236 -2.127 -0.157 0.8 -0.5 0.6
Cl -0.735 2.557 -1.164 -0.1 0.1 1.0
Cl -1.275 -0.855 -1.741 0.1 0.2 -0.2
H 0.595 -3.181 0.880 -0.1 -0.1 0.5
H 1.183 -2.113 -0.397 1.9 1.0 -1.4
H -0.231 1.182 0.748 -1.0 -1.3 0.4
H 0.129 2.905 1.259 -0.6 -1.5 -2.3
H 1.101 1.956 0.049 0.8 0.0 0.0

7.
12
Properties=species:S:1:pos:R:3:forces:R:3 method="wB97M-V/def2-TZVPD" de_lowest_ev=1.2625 homo_energy_ev=-9.4 spin_multiplicity=1 homo_lumo_gap_ev=9.31
C 0.611 -0.278 -0.782 -3.1 -1.6 2.7
C 1.435 -0.581 0.425 0.0 -0.6 1.5
N -1.930 1.244 0.175 0.0 -0.4 1.2
P -1.535 -0.422 0.026 2.0 1.4 -1.4
Cl 3.202 -0.589 0.135 -0.6 0.5 0.2
Cl 1.080 0.484 2.083 0.4 -0.7 -2.2
Cl 1.025 -2.254 0.998 0.2 0.5 -0.2
H 0.388 -1.250 -1.260 0.9 1.0 -0.6
H 0.782 0.653 -1.285 0.1 0.1 -0.4
H -1.314 1.847 -0.320 0.2 0.5 -1.0
H -1.793 1.546 1.128 -0.3 -0.1 0.4
H -1.951 -0.399 -1.322 0.0 -0.5 -0.2

8.
12
Properties=species:S:1:pos:R:3:forces:R:3 method="wB97M-V/def2-TZVPD" smiles="PC(Cl)=C(Cl)Cl.P" de_lowest_ev=1.2738 homo_energy_ev=-9.3 spin_multiplicity=1 homo_lumo_gap_ev=9.73
C 0.701 0.732 0.793 0.5 1.0 0.3
C 1.695 -0.042 0.335 -1.3 1.0 0.6
P -0.705 1.366 -0.257 0.6 -0.7 -0.8
P -1.144 -2.333 -0.837 -1.0 1.6 -1.4
Cl 0.894 1.502 2.337 -0.1 -0.4 0.3
Cl 3.005 -0.650 1.180 0.6 -0.2 0.7
Cl 1.695 -0.357 -1.296 0.1 -0.8 -2.1
H -0.789 -1.143 -0.137 -0.1 -0.6 0.1
H -1.176 2.221 0.667 -1.1 0.4 1.8
H -0.115 2.571 -0.629 0.9 0.2 -0.8
H -1.661 -1.395 -2.021 0.5 -1.7 1.9
H -2.399 -2.473 -0.135 0.4 0.2 -0.5

9.
12
Properties=species:S:1:pos:R:3:forces:R:3 method="wB97M-V/def2-TZVPD" smiles="PC(Cl)=C(Cl)Cl.P" de_lowest_ev=1.1447 homo_energy_ev=-9.4 spin_multiplicity=1 homo_lumo_gap_ev=10.00
C 0.670 0.414 0.641 0.6 -0.2 -0.3
C 1.722 0.098 -0.123 0.3 0.1 0.1
P -0.085 2.106 0.579 2.0 -0.1 -0.8
P -1.201 -1.768 -0.919 -2.7 -2.5 0.5
Cl 0.191 -0.796 1.768 -0.3 0.1 0.6
Cl 2.653 -1.369 -0.111 -0.6 0.4 0.2
Cl 2.386 1.282 -1.153 0.4 0.3 -0.6
H -0.996 -0.542 -1.415 0.0 1.9 -0.4
H -1.372 1.670 0.722 -1.0 -0.2 1.2
H 0.539 2.470 1.821 -1.2 -0.2 0.0
H -2.250 -2.076 -1.955 1.1 0.3 1.0
H -2.256 -1.489 0.146 1.3 0.0 -1.4

10.
12
Properties=species:S:1:pos:R:3:forces:R:3 method="wB97M-V/def2-TZVPD" smiles=P[C@H](Cl)C(P)(Cl)Cl de_lowest_ev=0.1785 homo_energy_ev=-9.5 spin_multiplicity=1 homo_lumo_gap_ev=9.99
C -0.176 -0.656 0.624 0.4 -2.6 -1.1
C -0.034 0.843 0.562 -0.7 0.4 -0.7
P 0.070 -1.412 -1.089 0.9 -1.6 0.4
P 1.404 1.297 -0.570 -0.4 0.3 -0.7
Cl -1.675 -1.307 1.325 -0.1 0.4 0.5
Cl 0.233 1.435 2.159 0.3 0.7 1.1
Cl -1.597 1.632 -0.088 0.8 -0.7 0.3
H 0.626 -1.296 1.110 -0.5 1.9 0.1
H 0.457 -2.784 -0.552 -0.6 1.6 -0.7
H -1.259 -1.722 -1.314 -0.6 -0.2 -0.2
H 0.582 1.243 -1.787 0.8 0.3 0.9
H 1.370 2.727 -0.379 -0.3 -0.6 0.0

11.
12
Properties=species:S:1:pos:R:3:forces:R:3 method="wB97M-V/def2-TZVPD" de_lowest_ev=3.4673 homo_energy_ev=-8.2 spin_multiplicity=1 homo_lumo_gap_ev=6.71
C 1.539 0.385 -0.548 0.1 0.3 2.8
C 0.229 -0.070 -1.172 0.6 -1.0 2.6
Si -1.583 0.455 1.431 1.0 -1.8 -1.6
S -1.223 0.904 -0.536 -0.5 0.7 -0.5
Cl -0.024 -0.066 2.556 -0.6 0.1 0.5
Cl -3.370 0.875 2.154 0.1 0.1 0.2
Cl -1.519 -2.849 0.036 0.0 1.1 0.6
H 1.784 1.464 -0.601 -0.3 -0.5 -0.4
H 1.482 0.179 0.620 0.5 0.2 -2.7
H 2.358 -0.196 -0.986 -0.1 0.1 0.2
H 0.015 -1.092 -0.708 0.0 0.8 -1.5
H 0.314 0.011 -2.245 -0.9 -0.1 -0.2

12.
12
Properties=species:S:1:pos:R:3:forces:R:3 method="wB97M-V/def2-TZVPD" de_lowest_ev=2.7895 homo_energy_ev="-8.6 / -8.4" spin_multiplicity=1 homo_lumo_gap_ev="8.11 / 6.43"
C 0.344 -2.005 -0.982 0.4 0.4 3.1
C 0.445 1.856 1.745 1.5 -0.8 -1.5
O 0.420 -0.595 -1.146 0.1 1.1 -0.7
F 0.392 3.111 1.370 -0.5 1.1 0.1
P -0.633 0.456 -0.559 -1.7 -1.3 1.9
S -2.193 -0.425 0.387 1.4 1.0 -1.0
Cl -1.183 1.456 -2.237 0.1 0.3 -0.1
H 1.232 -2.236 -0.340 -0.9 -0.2 -0.4
H 0.466 -2.524 -1.885 -0.2 -0.4 -1.4
H -0.604 -2.176 -0.431 0.6 -0.6 -0.5
H 1.446 1.468 1.442 -1.1 -0.3 0.8
H -0.132 1.615 2.637 0.1 -0.2 -0.4

13.
10
Properties=species:S:1:pos:R:3:forces:R:3 method="wB97M-V/def2-TZVPD" de_lowest_ev=0.9802 homo_energy_ev=-10.2 spin_multiplicity=1 homo_lumo_gap_ev=8.76
C 0.430 -0.459 0.060 -0.2 2.8 -2.8
C -0.444 0.829 0.234 -1.1 0.4 -4.7
F -0.917 2.923 1.631 0.6 -0.4 0.1
P 0.150 1.730 1.653 1.1 2.0 -1.7
Cl 2.091 2.833 0.181 -1.9 -1.1 1.6
H 0.309 -0.874 0.981 0.6 -2.2 2.4
H 0.212 -1.129 -0.791 -0.5 0.4 0.6
H 1.394 -0.007 -0.197 0.4 -0.7 0.7
H -1.545 0.644 0.169 0.6 -0.1 1.0
H -0.410 1.485 -0.802 0.4 -1.1 2.7

14.
9
Properties=species:S:1:pos:R:3:forces:R:3 method="wB97M-V/def2-TZVPD" smiles=CCOCl de_lowest_ev=1.9904 homo_energy_ev=-9.8 spin_multiplicity=1 homo_lumo_gap_ev=10.36
C 0.628 0.600 -0.307 0.3 -0.3 2.1
C 0.059 -0.662 0.353 -1.2 -1.5 -2.3
O -1.422 -0.852 -0.023 1.8 -0.4 0.5
Cl -2.358 0.533 -0.096 0.3 0.1 0.2
H 0.263 0.972 -1.250 -0.2 -1.0 -0.6
H 0.367 1.386 0.340 -0.1 1.4 1.0
H 1.711 0.546 -0.258 0.2 -0.1 -0.4
H 0.207 -1.010 1.402 -0.3 1.7 -0.3
H 0.544 -1.513 -0.161 -0.7 0.1 -0.2

15.
10
Properties=species:S:1:pos:R:3:forces:R:3 method="wB97M-V/def2-TZVPD" smiles=O[C@H]1CS1.Cl de_lowest_ev=1.2124 homo_energy_ev=-9.1 spin_multiplicity=1 homo_lumo_gap_ev=9.67
C -1.362 0.305 0.075 -1.7 -0.6 -1.5
C 0.053 0.110 0.450 -1.6 2.1 -0.5
O 0.673 1.207 0.950 1.3 1.9 0.6
S -0.269 -0.029 -1.384 0.4 0.2 0.4
Cl 2.171 -2.495 -0.852 0.0 0.8 -0.4
H -1.736 1.406 -0.046 0.5 -2.3 0.8
H -2.121 -0.567 0.073 1.2 1.9 0.7
H 0.523 -0.664 0.979 -0.2 -1.9 0.0
H 0.176 2.036 1.112 -0.1 -1.1 -0.6
H 1.892 -1.309 -1.356 0.2 -1.0 0.4

16.
10
Properties=species:S:1:pos:R:3:forces:R:3 method="wB97M-V/def2-TZVPD" smiles="OSCl.C=C" de_lowest_ev=1.7110 homo_energy_ev=-9.3 spin_multiplicity=1 homo_lumo_gap_ev=9.36
C -0.029 1.023 0.695 -0.4 -3.0 -0.3
C 0.299 -0.006 -0.125 -0.3 1.8 -0.7
O -2.225 -1.168 -1.328 -0.6 -0.2 1.8
S -2.701 -1.055 0.301 -0.1 0.2 -1.8
Cl -3.439 0.846 0.256 0.0 -0.2 0.3
H -0.534 0.722 1.640 0.6 0.7 -0.6
H 0.050 2.046 0.407 0.3 0.5 0.0
H -1.376 -0.711 -1.347 0.2 0.2 -0.2
H 0.076 -1.031 -0.034 -0.2 -1.1 1.6
H 0.628 0.048 -1.161 0.6 1.1 0.1

17.
9
Properties=species:S:1:pos:R:3:forces:R:3 method="wB97M-V/def2-TZVPD" smiles="C=CCl.S" de_lowest_ev=0.8258 homo_energy_ev=-9.9 spin_multiplicity=1 homo_lumo_gap_ev=10.78
C 2.009 0.568 -0.554 0.3 -1.7 0.1
C 1.102 -0.351 -0.274 -0.2 -0.5 0.3
S -2.917 -0.953 -0.121 -0.9 1.6 -2.9
Cl 1.411 -2.015 0.052 0.4 -0.4 0.0
H 3.091 0.295 -0.642 -1.2 0.7 0.1
H -1.727 -0.359 -0.299 -0.3 -0.1 0.0
H 1.540 1.498 -0.731 0.4 1.3 -0.3
H 0.028 -0.222 -0.162 0.5 0.6 -0.2
H -2.535 -1.506 0.920 1.0 -1.6 2.9

18.
9
Properties=species:S:1:pos:R:3:forces:R:3 method="wB97M-V/def2-TZVPD" smiles="CC=S.Cl" de_lowest_ev=0.8282 homo_energy_ev=-8.6 spin_multiplicity=1 homo_lumo_gap_ev=8.50
C -0.854 -0.048 -0.634 1.5 -1.8 -1.1
C -0.597 0.094 0.786 -1.0 -3.1 0.3
S -0.492 -1.255 1.691 0.1 1.0 0.3
Cl 2.376 0.609 0.472 0.8 -0.5 -0.8
H -1.419 -0.979 -0.789 1.0 -0.2 -0.2
H -1.526 0.643 -1.042 -0.3 1.9 -0.7
H 0.227 -0.044 -1.067 -2.2 0.0 -0.1
H -0.609 1.076 1.096 0.4 2.1 1.5
H 2.894 -0.097 -0.512 -0.4 0.6 0.8

19.
11
Properties=species:S:1:pos:R:3:forces:R:3 method="wB97M-V/def2-TZVPD" s_squared=0.76 homo_energy_ev="-10.4 / -10.4" spin_multiplicity=2 homo_lumo_gap_ev="10.98 / 7.84"
O 0.746 0.478 -1.582 -0.3 0.8 -0.5
C -0.455 0.452 -0.949 -0.7 -0.5 0.8
O -0.460 -0.586 0.032 0.2 -0.1 -0.3
C -0.836 -0.175 1.323 -0.1 0.2 0.5
Cu 2.130 -0.440 -1.117 -0.2 -0.2 0.0
H -1.284 0.193 -1.633 0.4 0.3 -0.1
H -0.668 1.413 -0.432 0.2 -0.2 -0.5
H -1.075 -1.069 1.911 0.1 0.3 -0.2
H -1.721 0.484 1.286 0.2 -0.3 0.1
H -0.013 0.364 1.819 -0.2 -0.1 0.0
F 3.637 -1.115 -0.658 0.5 -0.3 0.2

20.
11
Properties=species:S:1:pos:R:3:forces:R:3 method="wB97M-V/def2-TZVPD" smiles=COC(F)(F)P de_lowest_ev=5.1004 homo_energy_ev=-10.2 spin_multiplicity=1 homo_lumo_gap_ev=11.10
C -0.510 -0.461 1.588 -0.7 0.3 -1.5
C -0.051 0.626 -0.737 0.5 -1.7 3.9
O 0.298 -0.516 0.422 0.2 2.4 -3.1
F 0.277 1.827 -0.131 -0.4 -1.2 -1.1
F -1.373 0.601 -0.913 0.0 0.2 0.0
P 0.926 0.168 -2.270 -1.7 0.8 -0.2
H -0.089 -1.195 2.270 -0.6 -0.8 -0.3
H -1.560 -0.569 1.170 0.9 -0.2 1.6
H -0.346 0.436 2.158 -0.4 1.0 -0.1
H 1.975 0.242 -1.421 1.5 -0.7 0.6
H 0.453 -1.159 -2.136 0.6 0.0 0.2